(1)
C18H45BaCuN2O11P2 | wB97M-V/def2-TZVPD

Energy above the lowest of the compared OMol25 structures with the same formula, charge and spin in kJ/mol: 0.0
Orbital gap in eV: 7.169
Total charge: +2

The geometry in XYZ format:
```
80
Properties=species:S:1:pos:R:3:forces:R:3:mulliken_charge:R:1
Cu -1.63604 1.70028 2.11606 0.1 -1.9 -1.1 0.3319
Ba 0.88234 3.63381 0.15184 0.2 -1.4 -0.9 1.8158
O -0.37871 1.40170 0.30787 0.1 1.7 1.9 0.0304
H -0.62011 0.88587 -0.45570 -0.5 -0.3 -0.1 -0.2957
C 2.35271 0.64150 3.12272 0.1 -0.1 0.3 0.3569
O 3.30394 1.27579 3.52685 -0.1 0.3 -0.1 -0.6382
N 1.82061 -0.44627 3.70836 -0.3 0.3 -0.3 0.1512
C 0.82914 -1.23143 3.02338 -0.5 -1.7 0.7 -0.4866
C 2.30320 -0.96549 4.98100 0.6 0.2 -0.4 -1.0350
H 1.78490 0.91938 2.21252 0.1 -0.1 -0.2 0.1502
H 0.56269 -0.96883 2.00410 0.4 0.6 0.0 -0.1091
H -0.09605 -1.32889 3.59634 -0.2 0.6 0.1 0.0895
H 1.15799 -2.28072 3.02626 0.2 0.1 -0.4 0.3607
H 2.87158 -1.87898 4.79761 -0.2 -0.2 0.2 0.3714
H 3.00832 -0.25554 5.40530 -0.2 0.1 0.0 0.3499
H 1.47094 -1.13178 5.66032 0.0 -0.1 0.0 0.2966
C -0.67517 2.47200 -2.99224 0.4 -0.1 -0.6 0.2456
O -0.17405 3.27174 -2.18631 -0.1 0.3 0.6 -0.6842
N -1.20348 2.79971 -4.15548 0.0 0.1 0.1 0.1479
C -1.69439 1.78967 -5.07663 -0.8 0.5 -1.0 -0.9598
C -1.48714 4.18490 -4.50188 -0.2 0.5 0.4 -1.0098
H -0.65212 1.38648 -2.83385 0.1 0.0 0.2 0.2427
H -1.19043 0.83285 -5.00080 0.0 0.0 0.3 0.3496
H -1.58633 2.16752 -6.09691 0.6 -0.1 0.1 0.3225
H -2.78475 1.70116 -5.03742 0.1 -0.3 0.6 0.3576
H -1.04929 4.86914 -3.77969 0.2 -0.2 0.0 0.2814
H -1.11183 4.45534 -5.48493 -0.1 -0.2 -0.1 0.3284
H -2.56263 4.35906 -4.43266 0.0 -0.1 -0.3 0.3712
C 2.50680 0.59734 -5.41397 -0.1 0.8 0.2 -0.8590
C 3.57075 1.47098 -4.73234 -0.5 -1.4 -0.5 -0.1899
O 3.05878 1.95681 -3.47867 -0.1 0.1 1.7 -0.3939
P 3.32888 1.32311 -2.05356 1.0 -1.4 -1.9 0.4852
O 2.79535 2.11188 -0.93283 -0.8 0.9 0.7 -0.4516
O 2.68398 -0.14109 -2.19159 0.3 1.1 0.1 -0.0420
C 2.50392 -0.98366 -1.05036 -1.0 0.0 0.9 0.2608
C 1.45249 -2.02693 -1.43364 0.9 0.3 0.6 -1.1047
O 4.88355 1.08339 -2.01590 -0.4 0.3 -0.3 -0.3012
C 5.67448 0.78852 -0.83356 -0.5 -0.1 0.9 -0.0527
C 6.72683 -0.22949 -1.16456 0.3 0.5 -0.2 -1.2184
H 2.84577 0.38466 -6.42773 -0.1 -0.3 0.1 0.4180
H 2.33342 -0.29648 -4.81888 0.2 -0.2 -0.2 0.2300
H 1.53503 1.09520 -5.47434 0.2 0.3 -0.1 0.0757
H 4.41189 0.79401 -4.56901 0.3 0.5 0.1 0.2032
H 3.85866 2.34305 -5.31122 0.0 0.0 0.0 0.4133
H 3.44420 -1.37871 -0.65460 0.1 -0.3 -0.6 0.2833
H 2.11092 -0.40132 -0.20197 -0.1 0.2 -0.3 -0.0921
H 1.82904 -2.62536 -2.25929 -0.2 -0.2 0.1 0.3867
H 1.25259 -2.62335 -0.54047 0.0 -0.3 -0.3 0.4077
H 0.52546 -1.53169 -1.71443 0.0 0.1 -0.1 0.0963
H 6.09936 1.73421 -0.50167 0.0 -0.1 0.0 0.2973
H 5.01001 0.41582 -0.04686 0.0 0.2 0.0 0.2147
H 7.42599 0.28949 -1.82367 0.1 -0.6 -0.3 0.3161
H 7.29163 -0.53847 -0.28626 -0.1 0.2 0.2 0.3967
H 6.29207 -1.13036 -1.59326 0.1 0.1 -0.3 0.2951
C -3.15618 -1.59308 -1.29694 1.4 0.2 0.2 -1.4597
C -2.73257 -1.09230 0.08255 -1.3 -0.4 -0.5 0.4553
O -3.62452 -1.74154 1.03163 0.6 0.5 0.9 -0.4002
P -3.46272 -1.36536 2.56837 -0.3 -1.4 0.1 0.6950
O -2.74458 -0.09392 2.86897 0.2 1.0 -0.4 -0.1346
O -4.95979 -1.44713 3.07198 0.6 0.1 0.1 -0.3603
C -5.57321 -0.32976 3.76202 0.5 1.2 -0.3 -0.2048
C -6.02701 0.75305 2.78309 -0.1 -1.2 -0.2 -1.0377
O -2.68866 -2.61981 3.17704 -0.6 1.0 -0.7 -0.3221
C -2.36151 -2.69673 4.58383 -0.1 -0.1 0.6 -0.2064
C -3.26839 -3.68358 5.27712 -0.2 -1.0 0.2 -1.2842
H -4.07387 -1.14261 -1.65904 -0.1 -0.1 0.1 0.3706
H -2.33698 -1.32409 -1.97548 -0.2 0.1 -0.2 0.3369
H -3.18099 -2.68041 -1.31209 -0.3 0.0 0.1 0.3778
H -1.70045 -1.32959 0.32646 0.1 0.0 0.0 -0.0237
H -2.92851 -0.02193 0.15462 0.3 0.1 0.0 0.1240
H -6.45238 -0.66330 4.30269 0.2 -0.5 0.0 0.3743
H -4.82121 0.06744 4.44473 -0.2 0.0 0.3 0.2756
H -6.55909 0.21380 1.99414 -0.3 0.3 0.0 0.3044
H -6.70729 1.40515 3.32552 0.0 0.3 -0.3 0.4111
H -5.22278 1.28490 2.27652 0.1 0.2 0.4 0.1679
H -1.31043 -2.97614 4.59284 0.0 -0.2 0.2 0.3622
H -2.43535 -1.74584 5.11904 -0.1 0.3 -0.5 0.3498
H -4.32367 -3.55593 5.03227 0.1 0.3 -0.2 0.3038
H -3.03098 -4.71814 5.02056 0.1 0.1 -0.2 0.3350
H -3.21448 -3.64469 6.36620 0.3 0.3 0.0 0.3826
```
Positions in Å, forces in eV/Å.

***

(2)
C18H45Br2IO9P4 | wB97M-V/def2-TZVPD

Orbital gap in eV: 6.497
SMILES: CC[C@H](I)[PH2](CCCBr)P(O)Br.CCOP(=O)(OCC)OCC.CCOP(=O)(OCC)OCC

The geometry in XYZ format:
```
79
Properties=species:S:1:pos:R:3:forces:R:3:mulliken_charge:R:1
C -2.51079 -1.43136 -1.56664 0.3 -0.3 0.8 -0.9122
C -1.31430 -1.73897 -0.46422 0.2 -0.4 -0.3 -0.1976
C 0.14072 -1.08417 -0.86215 -2.1 1.2 -0.6 -0.8894
I 1.38824 -2.32774 -2.15954 -0.6 0.4 0.3 0.0076
P 1.14205 -0.45968 0.68849 -1.3 -0.1 -2.1 0.1621
C 0.99344 -2.14262 1.57832 0.2 -1.0 1.1 -0.2706
C 2.30797 -2.57740 2.46499 0.2 -1.9 0.4 -0.5836
C 2.52335 -4.21611 2.20736 -1.6 0.8 0.7 -0.5944
Br 3.51513 -4.35748 0.46398 -0.4 -0.3 1.3 -0.1601
P 2.08361 0.50954 2.45502 2.4 1.2 2.3 0.2205
O 3.17356 1.76010 1.92535 -0.4 -1.4 1.2 -0.5236
Br 0.31611 1.55106 3.52736 0.5 -0.2 -0.9 -0.2099
H -2.29541 -1.92665 -2.61147 -0.3 1.1 2.1 0.1224
H -3.50243 -1.90557 -1.13183 1.9 1.1 -1.0 0.3223
H -2.61436 -0.26363 -1.66094 0.1 -2.4 0.0 0.3036
H -1.61707 -1.28185 0.57611 0.4 -0.7 -2.0 0.2396
H -1.19438 -2.90773 -0.29989 -0.3 2.5 -0.4 0.2706
H -0.10775 -0.08965 -1.47427 0.7 -2.1 1.1 0.4720
H 2.33280 -0.20230 -0.13311 -0.6 -0.3 0.7 0.0371
H 0.14945 0.62202 0.76047 0.1 -0.7 -0.1 0.0647
H 0.83490 -3.01074 0.78071 0.2 2.2 1.5 0.1336
H 0.03308 -2.06905 2.28051 2.1 -0.2 -1.5 0.2644
H 2.14085 -2.48389 3.64065 0.4 0.2 -2.7 0.3451
H 3.31680 -2.08133 2.12146 -2.2 -0.8 0.9 0.3183
H 3.04090 -4.75341 3.11004 -0.7 1.1 -2.1 0.3787
H 1.45574 -4.71641 2.02579 2.5 1.0 0.4 0.3204
H 3.95600 1.71281 2.55892 -1.6 0.1 -1.2 0.3429
O 1.01171 7.03478 8.27829 -1.6 -4.3 0.9 -0.7101
P -0.18530 6.61652 7.38976 0.9 8.9 -3.9 0.9772
O 0.54944 7.02617 5.96019 0.4 -0.9 0.1 -0.3470
C 1.72153 6.33976 5.56128 0.4 0.1 -0.3 -0.4417
C 1.38469 5.01384 4.91428 0.0 -0.2 -0.1 -0.8581
O -1.03260 8.03671 7.59695 -0.6 -1.5 0.5 -0.3661
C -0.81619 8.82873 8.75929 0.3 0.3 0.2 -0.3121
C 0.26824 9.86824 8.51570 0.1 0.2 -0.1 -1.0144
O -1.52277 6.14918 6.39696 0.7 -2.2 3.1 -0.2872
C -1.80891 4.77279 6.21545 -0.6 -0.4 -0.4 -0.0336
C -1.56378 3.91276 7.44066 -0.3 0.1 0.1 -1.2396
H 2.40430 6.19525 6.40795 -0.1 0.1 -0.1 0.2904
H 2.23487 6.97515 4.83304 -0.1 0.1 0.1 0.3354
H 0.99780 4.31205 5.65831 0.0 -0.1 0.0 0.2027
H 2.27085 4.56411 4.45963 -0.1 0.0 0.0 0.4192
H 0.61833 5.13918 4.14287 0.2 0.0 0.1 0.2621
H -0.58567 8.19326 9.62038 0.1 0.1 -0.2 0.3159
H -1.75642 9.33962 8.99434 0.0 -0.2 -0.2 0.3428
H 1.15403 9.44711 8.02910 -0.2 -0.1 0.2 0.2729
H 0.57618 10.33082 9.45853 0.0 0.0 -0.1 0.3334
H -0.10234 10.65337 7.85057 0.0 0.0 0.1 0.2866
H -1.24851 4.39986 5.36107 0.2 -0.1 -0.1 0.1266
H -2.86929 4.70358 5.94671 0.1 0.1 0.0 0.3539
H -0.52384 3.97589 7.77377 0.2 0.0 -0.1 0.3635
H -1.78293 2.86497 7.21653 0.1 0.1 0.1 0.3765
H -2.19638 4.23416 8.27489 0.0 0.0 -0.1 0.3633
O -0.62873 -6.68356 -7.96735 4.3 1.7 0.6 -0.7146
P -0.50895 -5.14585 -8.10272 -9.5 -0.3 -1.8 0.9898
O -1.74556 -4.81401 -7.04821 0.7 -0.1 0.7 -0.3478
C -1.62230 -5.19937 -5.69160 -0.3 -0.2 0.3 -0.5206
C -0.79751 -4.19828 -4.91206 0.1 0.1 0.1 -0.7974
O -1.40497 -5.04590 -9.50448 1.6 0.5 0.1 -0.3572
C -1.49347 -6.17085 -10.37155 -0.2 -0.4 -0.1 -0.3079
C -2.69879 -7.03253 -10.02422 -0.2 0.0 0.1 -1.0150
O -0.37511 -3.42768 -8.25397 3.3 -2.0 -0.1 -0.2849
C 0.72558 -2.75926 -7.66154 0.3 0.8 0.0 -0.0841
C 2.03089 -3.53027 -7.71248 0.0 0.1 -0.3 -1.2293
H -1.19536 -6.20618 -5.60233 -0.1 0.1 -0.1 0.2972
H -2.63312 -5.23549 -5.27386 0.0 0.0 -0.2 0.3447
H 0.25115 -4.24482 -5.21852 0.1 0.0 0.1 0.2125
H -0.84192 -4.40522 -3.83994 0.1 0.0 -0.1 0.4114
H -1.15233 -3.17800 -5.08871 0.0 -0.1 0.1 0.2473
H -0.56210 -6.74583 -10.35201 -0.2 0.0 0.1 0.3159
H -1.60406 -5.79519 -11.39474 0.0 0.2 0.2 0.3428
H -2.78355 -7.22515 -8.94976 0.3 0.0 -0.2 0.2732
H -2.64835 -7.99279 -10.54681 0.0 0.1 0.0 0.3333
H -3.62300 -6.52721 -10.31855 0.1 0.0 -0.1 0.2872
H 0.47319 -2.49063 -6.63820 0.0 0.0 0.2 0.1558
H 0.85453 -1.81787 -8.20795 -0.1 -0.1 0.0 0.3540
H 1.94486 -4.49860 -7.21113 0.0 -0.1 0.2 0.3690
H 2.82395 -2.96331 -7.21677 -0.1 -0.1 0.0 0.3689
H 2.32981 -3.72179 -8.74852 0.0 0.1 0.1 0.3591
```
Positions in Å, forces in eV/Å.

***

(3)
C18H45F17N3O18P2S | wB97M-V/def2-TZVPD

Orbital gap in eV: 7.289
Total charge: -1

The geometry in XYZ format:
```
104
Properties=species:S:1:pos:R:3:forces:R:3:mulliken_charge:R:1
N 0.78899 -4.80651 -0.69845 0.1 0.3 0.3 -0.7850
C 1.36255 -4.09274 0.18687 -0.3 -0.4 -0.5 -0.0681
C 0.60526 -3.01054 0.88893 0.1 0.1 -0.1 -0.7266
C 1.36713 -1.67666 0.91991 0.1 -0.2 0.0 0.6261
O 2.31999 -1.63293 -0.10744 0.0 0.4 -0.1 -0.6605
P 3.55426 -0.41974 0.16023 -0.7 -0.6 -0.7 1.0350
C 2.37385 1.05406 -0.10133 0.3 0.1 0.2 -2.6858
C 1.39515 0.87024 -1.25066 -0.2 0.3 -0.1 -0.9016
C 0.17943 1.76893 -1.15271 -0.2 0.1 0.3 1.1394
F -0.23264 1.97419 0.13958 0.1 0.0 -0.4 -0.3189
F 0.40009 3.00638 -1.70268 0.0 -0.3 0.1 -0.3741
C -1.04219 1.16453 -1.88604 0.1 0.0 -0.4 0.4884
F -0.65223 0.77204 -3.12537 -0.1 0.0 0.3 -0.3650
F -1.45592 0.06658 -1.20786 0.1 0.2 -0.1 -0.3143
C -2.26353 2.13613 -2.06988 0.0 0.0 0.2 0.4573
F -2.25107 2.67285 -3.30904 0.1 0.0 0.1 -0.1922
F -2.19365 3.13897 -1.17563 -0.1 -0.1 -0.1 -0.2920
C -3.68241 1.52290 -1.86866 -0.1 0.0 -0.1 0.6158
F -3.79172 1.02560 -0.62798 -0.1 0.0 0.0 -0.2102
F -4.56090 2.55099 -1.96609 0.1 -0.1 0.0 -0.3127
C -4.12962 0.47116 -2.93619 0.0 0.1 -0.1 0.4472
F -3.14457 -0.37276 -3.27568 -0.1 0.2 0.1 -0.2304
F -4.48053 1.17116 -4.04340 0.1 -0.2 0.1 -0.2964
C -5.37876 -0.37986 -2.54952 0.0 -0.2 -0.1 0.6260
F -5.82092 -0.92772 -3.70210 0.0 0.1 0.1 -0.3336
F -6.34833 0.44301 -2.09222 0.1 0.0 -0.1 -0.3140
C -5.14618 -1.56370 -1.52535 -0.1 -0.1 -0.2 0.6338
F -3.90083 -1.55296 -1.03828 -0.1 0.1 0.0 -0.2098
F -5.34207 -2.72801 -2.17098 0.1 0.1 0.1 -0.2893
C -6.13440 -1.56370 -0.32872 0.2 0.2 -0.2 0.6309
F -6.05041 -0.43919 0.38493 0.2 0.2 0.1 -0.2743
F -5.84597 -2.57435 0.45993 0.1 -0.4 0.3 -0.2603
F -7.38307 -1.69113 -0.75639 -0.4 -0.1 -0.2 -0.2672
C 4.07097 -0.55631 -1.66029 0.3 0.0 0.2 -1.1370
C 5.04400 0.45417 -2.22194 0.0 -0.2 -0.4 0.4467
O 4.41065 1.73896 -2.27828 0.1 0.1 0.0 -0.4822
C 5.50661 0.08886 -3.63989 0.1 -0.2 0.2 -1.0182
N 6.37308 -1.09824 -3.69616 -0.1 0.0 0.0 -0.6446
N 4.93701 0.82789 0.59638 -0.1 -0.5 0.6 -0.2627
C 5.42757 0.94838 1.67156 0.0 0.5 -0.5 0.3402
S 6.16437 1.31258 3.03137 0.2 -0.2 0.4 -0.4234
O 3.11015 -0.44169 1.89344 0.2 0.2 0.3 -0.4904
C 2.21400 -1.44987 2.19593 -0.5 0.3 -1.0 0.1861
P 1.19466 -1.00835 3.62139 0.4 -1.1 0.7 0.4294
O 1.37786 -1.96360 4.74589 -0.2 0.2 0.0 -0.8340
O -0.32784 -1.00075 3.10951 0.0 0.2 -0.1 -0.4969
O 1.50551 0.49367 4.01952 -0.2 0.1 0.0 -0.4882
H 1.43694 -5.51233 -1.04384 0.0 0.0 0.0 0.2861
H 2.40036 -4.26804 0.46668 0.0 0.1 0.1 0.4934
H 0.38406 -3.35290 1.90449 0.0 0.1 0.1 0.3175
H -0.34452 -2.88497 0.36919 0.0 -0.1 0.0 0.1234
H 0.63721 -0.86869 0.79508 0.0 0.1 0.1 0.0210
H 4.47774 -1.46047 0.47978 0.2 0.3 0.2 0.0219
H 2.98708 1.92806 -0.31281 0.1 -0.1 0.0 0.8376
H 1.87112 1.25621 0.84185 -0.1 -0.1 0.0 0.9084
H 1.87752 1.13384 -2.19129 0.0 -0.1 -0.1 0.4327
H 1.05073 -0.16003 -1.34474 0.0 0.0 0.1 0.5640
H 3.20846 -0.64134 -2.32304 -0.1 0.1 0.0 0.3683
H 4.57496 -1.52623 -1.68643 -0.1 -0.1 -0.1 0.6143
H 5.94037 0.48178 -1.60088 -0.1 0.2 0.1 0.1666
H 5.10798 2.39857 -2.35987 -0.1 0.0 0.0 0.3566
H 4.61855 -0.08029 -4.25050 0.0 0.2 -0.2 0.3543
H 6.05966 0.94448 -4.03950 -0.1 0.1 -0.1 0.2987
H 5.85310 -1.88984 -4.04824 0.0 0.0 0.0 0.3215
H 6.67336 -1.34807 -2.75970 0.1 0.1 0.0 0.2556
H 2.70161 -2.41201 2.40461 0.0 0.0 0.4 0.3178
H -0.92025 -0.80442 3.84770 -0.1 -0.1 -0.1 0.3593
H 0.98432 0.65850 4.82714 0.2 0.4 0.1 0.4013
O 5.90049 3.97108 0.62072 0.0 0.1 -0.1 -0.6606
H 5.58265 3.05815 0.66434 0.0 0.0 0.0 0.2077
H 5.21822 4.43201 0.12282 -0.1 0.0 0.0 0.3330
O 1.98374 -6.68422 1.79684 0.1 -0.1 0.0 -0.5354
H 1.36262 -7.23202 2.28570 0.0 0.0 0.0 0.2671
H 2.78378 -7.21490 1.73716 0.0 0.0 0.0 0.2817
O 7.90897 -0.43175 -0.77780 0.1 -0.1 0.0 -0.5514
H 8.80806 -0.72577 -0.95018 0.0 0.0 0.0 0.2542
H 7.90658 -0.12181 0.13453 -0.1 0.0 0.0 0.2560
O -2.85449 3.43902 -6.31074 -0.1 -0.1 -0.1 -0.6628
H -3.77563 3.69828 -6.43887 0.0 0.2 0.0 0.3299
H -2.84271 3.07160 -5.42254 0.1 0.0 0.0 0.3228
O 5.72714 6.25303 2.59100 0.0 0.1 0.1 -0.6425
H 6.26313 6.22960 1.79291 0.0 -0.1 0.0 0.3049
H 5.59739 5.31551 2.77562 0.0 0.0 -0.1 0.3460
O -8.56667 -0.01995 2.02121 0.0 0.0 0.0 -0.6236
H -7.83355 -0.12494 1.40554 0.0 0.0 0.1 0.3602
H -9.35051 -0.24776 1.51304 0.0 0.0 0.0 0.3099
O 0.97168 0.29550 6.85809 0.1 0.3 -0.2 -0.6359
H 1.91351 0.16839 6.69215 0.0 -0.2 0.0 0.3138
H 0.90886 0.43141 7.80715 -0.1 0.0 0.0 0.2672
O -8.59585 2.80492 3.57219 0.0 -0.1 0.0 -0.6501
H -8.18543 3.02982 2.73275 0.0 0.0 0.0 0.3080
H -8.60740 1.84009 3.56254 0.0 0.0 -0.1 0.3294
O -8.48253 -1.16600 -5.36563 0.0 0.0 0.0 -0.6403
H -7.73434 -0.81448 -4.87336 0.0 0.0 0.0 0.3340
H -8.75019 -0.44915 -5.94759 0.0 0.0 0.0 0.3071
O 0.95015 -2.64060 7.41279 -0.2 0.1 0.0 -0.6682
H 1.26110 -3.54861 7.37923 0.0 0.0 0.0 0.2584
H 1.00517 -2.33808 6.48381 0.2 0.1 -0.1 0.6437
O -5.55796 4.72162 -5.70899 -0.1 -0.1 0.0 -0.6475
H -5.40708 5.50499 -5.17105 0.1 0.0 0.0 0.3249
H -5.90157 4.06647 -5.09290 0.0 0.0 0.0 0.3238
O -2.06888 -1.59853 7.82952 0.1 0.1 0.0 -0.6554
H -1.13500 -1.77768 7.64703 0.1 -0.2 0.0 0.3365
H -2.10715 -1.50994 8.78518 0.0 0.0 0.0 0.2911
```
Positions in Å, forces in eV/Å.